<a>
{"formula": "C6H17I2NO3Pd", "method": "ωB97M-V with the def2-TZVPD basis set", "elements": ["Pd", "I", "I", "C", "C", "C", "O", "C", "N", "H", "H", "H", "H", "H", "H", "H", "H", "H", "H", "H", "C", "C", "O", "O", "H", "H", "H", "H", "H", "H"], "positions_angstrom": [[-0.81048, 1.11916, -0.58772], [-2.85412, 0.31049, -2.28424], [-1.34424, 3.72289, 0.31054], [-1.85499, -1.71537, 2.69778], [-1.03506, -0.93625, 1.66602], [-0.74245, -1.78819, 0.44587], [-0.02200, -1.02127, -0.49006], [0.75208, -1.78788, -1.38045], [-1.69221, 0.33495, 1.24602], [-2.66750, -2.26710, 2.21631], [-2.31488, -1.02288, 3.40508], [-1.24211, -2.41023, 3.26902], [-0.07518, -0.67439, 2.12069], [-1.66201, -2.17387, -0.01448], [-0.13320, -2.65075, 0.74323], [0.20433, -2.67017, -1.72201], [1.69046, -2.10682, -0.90623], [0.97780, -1.16803, -2.24482], [-1.74886, 0.97211, 2.04092], [-2.67995, 0.13470, 1.06320], [2.42860, 1.55734, -0.59260], [1.88486, 2.17943, -1.83867], [0.70629, 1.50854, -2.29955], [1.40607, 1.52699, 0.42558], [3.24029, 2.21406, -0.27082], [2.79314, 0.54319, -0.76958], [2.66266, 2.12954, -2.60606], [1.64930, 3.22979, -1.64621], [0.64991, 1.60260, -3.25455], [1.83346, 1.30743, 1.25780]], "nbo_charge": [0.929, -0.590, -0.610, -0.628, -0.073, -0.072, -0.574, -0.247, -0.818, 0.216, 0.221, 0.222, 0.192, 0.199, 0.185, 0.187, 0.169, 0.210, 0.403, 0.398, -0.090, -0.096, -0.742, -0.734, 0.189, 0.171, 0.184, 0.205, 0.508, 0.488], "orbital_gap_ev": [7.6, 6.8], "lumo_energy_ha": [0.0038, -0.0324], "spin_multiplicity": 3}

***

<b>
{"formula": "C6H17I2NO3Pd", "method": "ωB97M-V with the def2-TZVPD basis set", "elements": ["Pd", "I", "I", "C", "C", "C", "O", "C", "N", "H", "H", "H", "H", "H", "H", "H", "H", "H", "H", "H", "C", "C", "O", "O", "H", "H", "H", "H", "H", "H"], "positions_angstrom": [[-3.41343, 0.33128, 11.47364], [-6.05159, -0.08754, 10.55844], [-2.08500, 1.78112, 9.49794], [-5.06157, 2.91792, 14.71030], [-4.28701, 1.82530, 13.99244], [-4.94631, 0.47282, 14.18235], [-4.17507, -0.50243, 13.53492], [-4.44122, -1.79928, 13.91346], [-4.11452, 2.13604, 12.53241], [-4.58549, 3.89178, 14.58301], [-5.15175, 2.72311, 15.78018], [-6.07593, 3.00997, 14.30779], [-3.26762, 1.79077, 14.39067], [-5.96146, 0.49343, 13.75979], [-5.01954, 0.26239, 15.25506], [-3.69298, -2.46374, 13.48695], [-5.43599, -2.13448, 13.58151], [-4.41500, -1.92923, 15.00557], [-3.59901, 3.01700, 12.49992], [-5.02998, 2.42738, 12.17603], [-0.55801, -0.88782, 11.93778], [-1.28198, -1.97227, 11.16595], [-2.59756, -1.59360, 10.73666], [-1.45954, -0.07489, 12.73782], [-0.05763, -0.22504, 11.22733], [0.17770, -1.33328, 12.60631], [-1.32008, -2.90776, 11.73692], [-0.66003, -2.18258, 10.29022], [-2.94247, -2.34288, 10.24166], [-0.90648, 0.47591, 13.30000]], "nbo_charge": [0.937, -0.613, -0.601, -0.628, -0.070, -0.079, -0.559, -0.241, -0.814, 0.218, 0.221, 0.216, 0.190, 0.203, 0.183, 0.193, 0.190, 0.167, 0.390, 0.397, -0.099, -0.089, -0.726, -0.743, 0.205, 0.185, 0.170, 0.193, 0.510, 0.493], "orbital_gap_ev": [7.7, 6.9], "lumo_energy_ha": [0.0038, -0.0321], "spin_multiplicity": 3}

***

Here are the energies relative to the best structure, in hartree: <a> 0.0000; <b> 0.0032.